(1)
This record from OMol25 describes C10H22N2O8Pt as an isolated structure. The level of theory is ωB97M-V/def2-TZVPD.

## Properties
Multiplicity: 3
Frontier orbital gap: 4.462 eV
Charge: -2
Relative energy (zero: lowest compared OMol25 entry of this formula, charge and spin): 246.9 kcal/mol

```
43
Properties=species:S:1:pos:R:3:forces:R:3
H -2.9857 4.0905 1.3926 -0.089 0.631 1.273
H -4.1004 2.8706 2.1554 0.031 -0.013 -0.327
C 3.3922 -0.6769 -0.3832 -1.295 0.162 1.481
H -3.3223 2.9286 0.4639 -0.544 -1.519 0.075
C -2.1034 -6.3378 -2.5724 -6.033 3.745 3.015
O -2.2525 -5.6867 -1.5532 0.103 -0.726 6.438
O -3.3861 -1.8530 -6.2109 5.710 1.832 -2.273
O -5.1995 -2.5249 -6.5898 -5.646 -2.121 -4.451
H -2.6791 0.5018 2.5866 -0.263 -0.310 0.038
H 3.7957 -1.0461 -2.3984 0.619 -0.264 0.351
H 4.1769 1.4140 -2.9796 -0.336 0.230 0.174
H 4.4273 -0.7235 -0.0448 0.214 -0.928 0.353
O -3.0826 -6.7000 -3.2386 -4.374 -5.104 -1.466
O -0.6981 2.0915 4.1712 0.611 1.963 0.384
N -1.9491 0.8825 2.0016 -0.538 0.700 0.772
C -4.6049 -1.6285 -6.0728 1.830 -2.684 6.379
C 4.3168 0.9962 -1.9826 0.696 -1.122 -0.003
H 3.8476 -2.7321 1.1207 0.343 0.243 -0.108
C -1.9366 2.3383 2.1148 0.019 0.698 0.406
H -2.4285 3.0808 4.2056 -0.565 0.180 -0.127
H 2.9443 0.1136 0.2190 -0.120 0.397 0.273
H 2.3603 -2.3012 1.9191 -0.351 1.395 -0.176
C -3.2137 3.0353 1.5432 2.000 0.424 -0.732
O -1.3837 -5.8784 -3.3566 10.409 1.905 -7.834
H 0.5639 2.0100 5.7002 0.253 0.485 0.249
O 2.5534 -1.8220 -0.2510 1.153 0.131 1.094
Pt -1.8910 -1.8943 -2.4882 -0.062 -0.049 -0.084
H 0.6137 3.5998 4.7868 0.599 -0.276 -0.318
H 5.3351 0.6087 -2.0139 0.375 0.247 0.248
H 1.8951 0.9236 -2.3529 -0.685 0.411 0.446
H -0.9985 2.5329 1.5950 -0.322 0.801 -0.759
C -1.5822 3.0026 3.5232 -1.466 -2.204 -0.877
H -1.0773 0.5770 2.4099 0.123 -0.386 -0.035
C 3.4225 -0.2407 -1.7658 -0.734 0.597 -2.505
H -1.2512 4.0200 3.3150 0.773 -0.015 0.177
C 2.7877 -2.5466 0.9469 0.139 -1.630 -0.403
H 2.4073 -0.1256 -3.3409 -0.940 -0.366 -0.787
H 2.3600 -3.5401 0.8121 -0.066 -0.060 -0.455
C 0.0015 2.7976 5.1989 0.067 -0.659 -0.456
N 2.0713 -0.0702 -2.3900 1.255 0.452 0.155
O -4.7894 -1.1938 -4.8997 -1.948 3.183 0.250
H -0.6192 3.3659 5.8916 -0.679 -0.494 0.269
H 4.2627 1.7407 -1.1884 -0.264 0.116 -0.123
```
Forces are in eV/Å.

***

(2)
This record from OMol25 describes a 2-piece molecular cluster, C7H6FIOS overall. The level of theory is ωB97M-V/def2-TZVPD.

## Properties
Multiplicity: 1
SMILES: Fc1ccc(OC=S)cc1.I
Frontier orbital gap: 8.494 eV
Charge: 0
Relative energy (zero: lowest compared OMol25 entry of this formula, charge and spin): 26.6 kcal/mol

```
17
Properties=species:S:1:pos:R:3:forces:R:3
I -0.8103 -1.6829 -3.0107 -1.811 -1.995 1.240
C -0.5490 -2.4267 0.7036 -1.520 -0.200 -0.866
C 0.9158 -0.0560 0.0463 0.401 -0.813 0.658
H 2.7213 0.7461 -0.3771 0.823 0.975 0.265
O -1.1498 -1.2623 0.2378 0.542 -1.323 0.959
C -0.9994 1.1840 0.4911 -1.049 0.708 -0.440
H -0.7354 3.4264 0.6059 0.935 -1.988 -0.389
H 0.1325 -2.3470 1.5692 -0.162 0.385 -0.648
C -0.2543 2.3904 0.4521 -0.079 -0.857 0.264
C -0.4438 -0.0785 0.3376 1.742 1.325 -0.340
F 1.7885 3.3797 0.2202 1.207 1.123 -0.158
H -1.9330 -3.0042 -1.9426 2.032 2.098 -1.449
H -2.0702 1.2887 0.4526 -0.358 -0.125 0.498
H 1.4805 -0.9269 -0.1309 -0.103 -1.575 -0.376
C 1.1213 2.2469 0.2350 -0.556 -0.079 0.137
S -0.9837 -3.9004 0.0916 0.381 1.625 0.742
C 1.7690 1.0227 0.0184 -2.423 0.716 -0.096
```
Forces are in eV/Å.